Formula: CF3NO2
Source: OMol25
Level of theory: ωB97M-V/def2-TZVPD

```
7
Properties=species:S:1:pos:R:3:forces:R:3:mulliken_charge:R:1
C -0.1298 -0.9862 0.1429 2.490 -0.142 0.474 0.608
N 0.3448 1.3721 -0.0501 -0.578 -2.433 0.491 0.678
O -0.7130 1.8130 0.2116 -0.537 1.025 0.149 -0.382
O 1.2908 1.7286 -0.6354 0.973 0.728 -0.512 -0.405
F 0.3046 -1.8544 1.1164 -0.559 1.239 -1.881 -0.188
F 0.2749 -1.3596 -1.1020 -1.155 0.109 1.877 -0.163
F -1.3725 -0.7135 0.3166 -0.634 -0.525 -0.597 -0.147
```
Positions in Å, forces in eV/Å.

The HOMO energy (spin up / spin down) is -10.29 / -10.09 eV. Its LUMO energy (spin up / spin down) is -0.67 / -1.31 eV. The frontier orbital gap (spin up / spin down) comes out at 0.35363 / 0.32266 Eh. Its charge is 0. The energy above the lowest of the compared OMol25 structures with the same formula, charge and spin comes out at 2.326 eV.

=====

Formula: C4H12NO2
Source: OMol25
Level of theory: ωB97M-V/def2-TZVPD

```
19
Properties=species:S:1:pos:R:3:forces:R:3:mulliken_charge:R:1
C 1.0997 0.2052 -0.5052 -1.181 3.708 -0.481 -1.286
C 0.2070 -0.6414 0.3049 3.148 -1.557 2.121 0.869
C 0.7257 -1.0380 1.5419 -2.160 -0.254 -0.446 -0.817
C -1.4593 -0.6328 -1.5086 1.356 -1.421 3.795 -0.124
N -0.7997 -1.2540 -0.4788 -3.726 0.537 -2.617 0.053
H 1.9957 0.4335 0.0778 -0.076 -0.080 -0.453 0.358
H 0.5330 1.3246 -0.5901 1.640 -2.887 -0.273 0.301
H 1.3152 -0.2435 -1.4956 -0.059 0.580 0.480 0.349
H 0.1443 -1.5696 2.3674 0.695 0.426 -1.585 0.263
H 1.7575 -0.7535 1.8636 -1.234 0.174 -0.569 0.214
H -2.2244 -1.2007 -2.0437 0.559 -0.091 0.099 0.249
H -1.4134 0.4600 -1.6690 0.529 -0.818 0.084 0.272
H -1.0747 -2.3353 -0.3489 0.605 1.711 -0.281 0.324
H 1.2743 6.8946 0.5999 -0.059 -0.511 0.676 0.331
H 1.6597 6.5360 2.0609 -0.248 -0.068 -0.439 0.330
O 1.1477 6.2204 1.2979 0.305 0.558 -0.245 -0.661
H -0.9651 -4.5074 -0.4293 3.723 -5.006 1.772 0.277
H -2.4239 -4.0406 -0.3854 0.998 -0.224 -0.194 0.345
O -1.4991 -3.8574 -0.6597 -4.817 5.223 -1.444 -0.646
```
Positions in Å, forces in eV/Å.

The HOMO energy is -13.33 eV. Its LUMO energy is -5.36 eV. The frontier orbital gap comes out at 0.29277 Eh. Its charge is +1. The energy above the lowest of the compared OMol25 structures with the same formula, charge and spin comes out at 3.746 eV.